No. 1
Density functional theory data (ωB97M-V with the def2-TZVPD basis set) for one molecule with the formula C4H6O2.

```
12
Properties=species:S:1:pos:R:3:lowdin_charge:R:1
C 0.8148 -1.3180 0.7216 -0.11
C -0.1244 -0.1149 0.9218 -0.15
C -0.3896 0.4671 -0.4785 -0.28
O -0.0726 -0.2103 -1.4393 0.08
C -0.8210 1.7228 -1.2831 -0.20
O -0.0892 2.6494 -1.5162 0.06
H 0.3617 -2.0564 0.0539 0.08
H 1.7449 -0.9939 0.2458 0.08
H 1.0661 -1.8159 1.6611 0.07
H 0.2970 0.6239 1.6146 0.11
H -1.0658 -0.4488 1.3867 0.12
H -1.7217 1.4948 -1.8884 0.13
```

Computed properties:
**HOMO energy**: -9.64 eV
**SMILES**: CCC(=O)C=O
**Total charge**: 0

No. 2
Density functional theory data (ωB97M-V with the def2-TZVPD basis set) for C39H43BrN9O4Sn as an isolated structure.

```
97
Properties=species:S:1:pos:R:3:lowdin_charge:R:1
Sn -0.5295 -0.0927 -0.4531 1.37
O 3.2030 -0.5471 1.3192 0.07
C 3.6845 -1.5244 0.8069 -0.19
C 3.0344 -2.3060 -0.2890 -0.13
C 3.4395 -3.5855 -0.3749 0.08
C 2.9032 -4.6660 -1.1868 -0.10
C 1.9175 -4.6434 -2.0755 0.06
C 1.1993 -3.3963 -2.4964 -0.18
C 0.6572 -2.5828 -1.2651 -0.53
O -0.4164 -1.8104 -1.6450 -0.31
N 3.5309 -5.9955 -0.9306 -0.35
O 3.1868 -6.9172 -1.6275 0.09
O 4.4300 -6.0317 -0.1207 0.09
H 4.6332 -1.9590 1.1678 0.14
H 4.2644 -3.8820 0.2619 0.12
H 1.6389 -5.5861 -2.5300 0.14
H 0.3470 -3.6509 -3.1391 0.15
Br -6.3564 -4.1045 2.7704 0.78
C -5.3851 -3.0560 1.5449 -0.69
C -4.7187 -1.9238 1.9865 -0.11
C -3.9947 -1.1698 1.0771 -0.02
C -3.9523 -1.5308 -0.2631 -0.27
C -4.6166 -2.6759 -0.6925 -0.02
C -5.3348 -3.4400 0.2110 -0.11
N -3.1655 -0.7135 -1.1097 0.05
C -3.3107 -0.7052 -2.3634 -0.07
C -2.3812 0.0746 -3.2076 -0.24
C -2.5891 0.1298 -4.5741 0.01
C -1.7212 0.8690 -5.3641 -0.02
C -0.6786 1.5338 -4.7509 -0.02
C -0.5348 1.4200 -3.3753 -0.10
N -1.3565 0.7049 -2.6119 0.04
H -4.7588 -1.6416 3.0287 0.11
H -3.4536 -0.2899 1.4015 0.09
H -4.5593 -3.0038 -1.7209 0.11
H -5.8452 -4.3344 -0.1143 0.11
H -4.1088 -1.2310 -2.8915 0.13
H -3.4302 -0.3936 -5.0060 0.12
H -1.8655 0.9266 -6.4334 0.12
H 0.0251 2.1288 -5.3125 0.12
H 0.2767 1.9269 -2.8697 0.10
C 0.2036 -2.8778 1.1275 -0.09
N 0.4134 -3.4952 -0.1672 -0.18
C -0.6767 -4.4148 -0.4563 -0.05
C 1.8794 -1.6756 -0.9582 -0.19
N 1.7312 -0.4117 -1.1452 0.08
C 2.8517 0.4195 -1.4602 -0.15
C 4.0081 -0.1634 -1.9113 -0.02
C 5.0752 0.5780 -2.4506 -0.04
C 4.9458 1.9187 -2.6183 -0.02
C 3.7580 2.5747 -2.2066 -0.15
C 3.6451 3.9676 -2.4383 -0.03
C 2.5286 4.6475 -2.0580 -0.06
C 1.5110 3.9570 -1.3811 -0.03
C 1.6063 2.6162 -1.0949 -0.27
N 0.5686 2.0420 -0.3333 -0.02
C 0.2565 2.6357 0.8019 -0.44
N 1.1757 3.1759 1.6338 -0.13
C 0.9155 4.3627 2.4230 -0.04
C 2.5404 2.6761 1.6664 -0.01
N -1.0408 2.6772 1.2030 -0.16
C -1.4346 2.4441 2.5782 -0.04
C -2.1229 2.7549 0.2419 -0.07
C 2.7138 1.8504 -1.5736 -0.04
N 2.1320 -2.5258 -3.2447 -0.21
C 3.1632 -3.2023 -4.0200 -0.06
C 1.4003 -1.5996 -4.0983 -0.06
H 0.2869 -3.6423 1.9004 0.10
H -0.7900 -2.4134 1.2304 0.05
H 0.9649 -2.1226 1.3370 0.07
H -1.6537 -3.9153 -0.4685 0.09
H -0.6959 -5.1965 0.3022 0.10
H -0.5374 -4.8975 -1.4223 0.09
H 4.0981 -1.2365 -1.9459 0.10
H 5.9688 0.0612 -2.7703 0.11
H 5.7293 2.5061 -3.0770 0.12
H 4.4646 4.4703 -2.9322 0.12
H 2.4269 5.7044 -2.2561 0.11
H 0.6364 4.4920 -1.0316 0.12
H -0.0908 4.7269 2.2334 0.09
H 1.6293 5.1415 2.1459 0.10
H 1.0260 4.1589 3.4900 0.10
H 2.5778 1.6654 1.2690 0.07
H 2.8712 2.6457 2.7053 0.10
H 3.2196 3.3157 1.0950 0.10
H -0.5584 2.3852 3.2146 0.09
H -1.9791 1.4991 2.6477 0.08
H -2.0810 3.2452 2.9399 0.10
H -1.7164 2.8413 -0.7612 0.07
H -2.7395 3.6322 0.4516 0.10
H -2.7616 1.8678 0.2864 0.06
H 3.9223 -3.6479 -3.3788 0.08
H 3.6491 -2.4521 -4.6424 0.09
H 2.7596 -3.9853 -4.6766 0.10
H 0.6297 -1.1014 -3.5220 0.06
H 0.9203 -2.1293 -4.9349 0.10
H 2.0953 -0.8598 -4.4973 0.09
```

Computed properties:
**HOMO energy**: -10.10 eV
**Total charge**: +1

No. 3
Density functional theory data (ωB97M-V with the def2-TZVPD basis set) for H3N2O2P as an isolated structure.

```
8
Properties=species:S:1:pos:R:3:lowdin_charge:R:1
N 1.5302 0.0463 -0.3884 0.04
N 0.6054 -0.6347 0.2239 -0.01
O -3.3582 0.6881 -0.0572 -0.50
O -0.9325 0.3441 0.2475 -0.49
P -2.2838 -0.3293 -0.1863 0.65
H 1.9577 -0.2946 -1.2322 0.12
H 1.8281 0.8154 0.1482 0.10
H 0.6531 -0.6353 1.2445 0.11
```

Computed properties:
**HOMO energy**: -9.39 eV
**Total charge**: 0

No. 4
Density functional theory data (ωB97M-V with the def2-TZVPD basis set) for a 2-piece molecular cluster, CH7N3O overall.

```
12
Properties=species:S:1:pos:R:3:lowdin_charge:R:1
N 0.9912 -0.1247 -1.8264 0.14
C 0.2678 -0.2879 -0.6824 -0.58
N 1.0649 -0.7247 0.4257 0.09
N -0.9482 0.0262 -0.4760 0.10
H 0.5663 0.3975 -2.5716 0.09
H 1.9457 -0.0010 -1.7378 0.06
H 0.8528 -1.6809 0.6543 0.08
H 0.9671 -0.0461 1.1545 0.06
H -1.4459 0.4214 -1.2693 0.05
H -1.7418 1.3364 2.3359 0.03
H -1.3910 0.0901 1.6015 -0.01
O -1.1290 0.5938 2.3915 -0.10
```

Computed properties:
**HOMO energy**: -9.65 eV
**SMILES**: N=C(N)N.O
**Total charge**: 0

No. 5
Density functional theory data (ωB97M-V with the def2-TZVPD basis set) for C12H22BN4S2Se2V as an isolated structure.

```
44
Properties=species:S:1:pos:R:3:lowdin_charge:R:1
V -0.0836 0.3727 0.1669 0.06
C 3.6682 0.3046 1.7100 0.03
N 2.7979 -0.8064 1.2975 -0.12
C 2.8308 -2.0349 1.8172 0.06
C 1.9742 -2.8241 1.0639 0.03
N 1.4589 -2.0814 0.0758 0.04
B 0.4519 -2.8832 -0.9495 -0.33
N 0.1056 -2.0292 -2.1976 -0.01
C 0.5459 -2.2680 -3.4697 0.03
C -0.2179 -1.5297 -4.3268 0.05
N -1.1260 -0.8386 -3.5714 -0.08
C -2.1976 0.0013 -4.1246 0.05
C -0.9118 -1.1549 -2.2875 -0.62
S -1.7810 -0.5468 -0.8998 0.85
C 1.9256 -0.8033 0.2245 -0.73
S 1.8294 0.5699 -0.8452 0.88
H 4.0213 0.0976 2.7161 0.12
H 3.1003 1.2318 1.6980 0.08
H 4.5092 0.3741 1.0223 0.13
H 3.4594 -2.2930 2.6547 0.17
H 1.7353 -3.8701 1.1685 0.16
H 1.0717 -3.8362 -1.2864 0.10
H -0.5342 -3.0847 -0.3147 0.08
H 1.3395 -2.9663 -3.6718 0.15
H -0.2061 -1.4513 -5.4010 0.16
H -1.8601 0.3830 -5.0836 0.12
H -2.3859 0.8330 -3.4510 0.08
H -3.0946 -0.6012 -4.2511 0.12
C -1.6624 0.0184 3.3607 -0.25
Se 0.1178 0.5370 2.6928 1.04
C 0.0414 2.4892 2.9055 -0.46
C -1.0068 3.1748 2.0663 -0.45
Se -0.7525 2.8129 0.1480 1.04
C -2.6038 3.0312 -0.4820 -0.27
H -1.6546 0.2615 4.4210 0.06
H -1.7390 -1.0553 3.2116 0.05
H -2.4432 0.5544 2.8294 0.04
H 1.0527 2.8338 2.6857 0.08
H -0.1418 2.6611 3.9680 0.11
H -0.9214 4.2577 2.1721 0.11
H -2.0225 2.8766 2.3216 0.09
H -3.2314 2.2187 -0.1317 0.04
H -2.5388 3.0688 -1.5655 0.04
H -2.9201 3.9946 -0.0874 0.06
```

Computed properties:
**HOMO energy (spin up / spin down)**: -18.28 / -18.37 eV
**Total charge**: +3
**2S+1**: 2

No. 6
Density functional theory data (ωB97M-V with the def2-TZVPD basis set) for a 2-piece molecular cluster, C5H12BO5S overall.

```
24
Properties=species:S:1:pos:R:3:lowdin_charge:R:1
C -0.2501 -0.0034 4.6218 -0.13
C 0.4254 0.2735 3.2513 -0.16
B 0.0463 -0.8050 2.1680 -0.51
O -1.0975 -1.5265 2.1836 0.14
S 1.2557 -1.1485 0.7709 0.37
O 0.4644 -1.2262 -0.4565 -0.38
O 2.2014 -0.0386 0.7792 -0.39
O 1.8397 -2.3969 1.1475 -0.35
H 0.2800 0.4530 5.4504 0.06
H -0.2701 -1.0791 4.7812 0.07
H -1.2858 0.3325 4.6048 0.06
H 0.1845 1.2718 2.8857 0.10
H 1.5008 0.2734 3.3952 0.09
H -1.6848 -1.2716 2.9025 0.09
C 0.1271 1.8039 -4.2811 -0.03
C -0.8978 0.6959 -4.1854 -0.51
O -1.9219 0.7364 -4.8366 0.04
C -0.5757 -0.4297 -3.2448 -0.03
H -0.2162 2.5598 -4.9859 0.07
H 0.2714 2.2609 -3.3015 0.09
H 1.0807 1.3991 -4.6223 0.08
H -0.4512 -0.0583 -2.2265 0.07
H 0.3538 -0.9149 -3.5437 0.09
H -1.3802 -1.1614 -3.2576 0.08
```

Computed properties:
**HOMO energy**: -4.88 eV
**Total charge**: -1

No. 7
Density functional theory data (ωB97M-V with the def2-TZVPD basis set) for one molecule with the formula C4H5ClN2.

```
12
Properties=species:S:1:pos:R:3:lowdin_charge:R:1
C -0.5938 -1.4883 0.0412 -0.03
C 0.5807 -0.8096 0.0770 -0.05
C -1.7041 -0.5369 -0.1076 -0.42
C 0.2720 0.6617 -0.0930 -0.14
N -3.1621 -0.9889 -0.1278 -0.40
N -1.2449 0.6900 0.0832 0.02
Cl -4.1424 0.4534 0.0462 0.42
H -0.8690 -2.6097 0.1309 0.14
H 1.5821 -1.0934 0.2832 0.10
H 0.6980 1.1824 0.7217 0.09
H 0.7190 1.1612 -1.0989 0.17
H -1.7263 1.5064 -0.3140 0.12
```

Computed properties:
**HOMO energy**: -8.19 eV
**SMILES**: Cl/N=C1/C=CCN1
**Total charge**: 0

Across the entries above, max |F| takes the values 1.10, 1.00, 2.22, 2.09, 0.38, 2.45, 7.11 eV/A, respectively.
Across the entries above, ΔE to the lowest compared entry with this formula, charge and spin takes the values 1.7912, 1.8692, 2.3189, 1.0229, 0.0000, 0.0000, 3.1873 eV, respectively.